1.
ORCA calculation (ωB97M-V with the def2-TZVPD basis set) on the molecule C16H19FN2 in a non-equilibrium geometry.

Structure (ORCA input):
```
! wB97M-V def2-TZVPD RIJCOSX def2/J DEFGRID3
* xyz 0 1
C 4.70 1.17 0.44
C 3.45 1.53 -0.39
N 2.96 0.30 -0.98
C 2.33 2.18 0.43
N 1.65 1.24 1.35
C 1.85 1.14 2.73
C 0.99 0.16 3.24
C 0.19 -0.25 2.09
C 0.61 0.41 1.02
C -0.22 0.12 -0.13
C -0.16 0.56 -1.46
C -1.10 0.03 -2.35
F -1.09 0.46 -3.62
C -2.00 -0.93 -1.93
C -2.03 -1.34 -0.59
C -1.13 -0.83 0.32
C -0.98 -1.17 1.79
C -2.20 -0.85 2.67
C -0.43 -2.62 1.99
H 5.48 0.71 -0.21
H 4.43 0.47 1.23
H 5.15 2.04 0.94
H 3.76 2.26 -1.18
H 2.50 -0.24 -0.27
H 2.28 0.49 -1.77
H 1.56 2.62 -0.20
H 2.74 3.02 0.98
H 2.54 1.76 3.28
H 0.86 -0.14 4.27
H 0.56 1.27 -1.78
H -2.64 -1.39 -2.65
H -2.75 -2.08 -0.23
H -3.06 -1.49 2.40
H -2.49 0.18 2.50
H -2.01 -0.98 3.75
H -0.40 -2.92 3.04
H -1.08 -3.35 1.47
H 0.60 -2.69 1.58
*
```

Computed properties:
E_HOMO: -0.28636 Eh
Gap between HOMO and LUMO: 8.5705 eV
SMILES: C[C@@H](N)Cn1ccc2c1-c1cc(F)ccc1C2(C)C

2.
ORCA calculation (ωB97M-V with the def2-TZVPD basis set) on a cluster of 2 separate species, C16H19FN2O4 in total in a non-equilibrium geometry.

Structure (ORCA input):
```
! wB97M-V def2-TZVPD RIJCOSX def2/J DEFGRID3
* xyz 0 1
O 3.06 0.13 2.88
C 2.59 0.90 2.03
F 2.84 2.30 2.10
N 1.80 0.39 0.87
C 2.76 0.40 -0.25
O 3.99 0.33 0.03
C 2.39 0.50 -1.79
C 1.52 1.65 -2.42
C 1.25 1.68 -3.97
C 1.88 0.56 -4.83
C 2.73 -0.60 -4.23
C 2.99 -0.63 -2.71
C 3.19 -1.54 -5.43
O 3.57 -2.73 -5.42
N 3.09 -0.59 -6.59
C 1.87 0.27 -6.40
O 1.05 0.62 -7.26
H 1.52 -0.57 1.11
H 1.08 2.49 -1.76
H 0.65 2.50 -4.48
H 3.60 -1.47 -2.25
H 3.94 -0.01 -6.56
C -4.33 -0.53 4.65
C -3.92 -1.19 3.34
C -2.42 -1.42 3.22
C -1.56 -0.15 3.23
C -1.90 0.86 2.14
C -1.68 0.32 0.73
H -3.88 0.46 4.75
H -5.41 -0.41 4.69
H -4.02 -1.14 5.50
H -4.29 -0.60 2.49
H -4.43 -2.16 3.27
H -2.22 -1.99 2.30
H -2.09 -2.07 4.05
H -0.51 -0.44 3.13
H -1.65 0.34 4.20
H -1.27 1.75 2.27
H -2.93 1.21 2.24
H -0.64 0.02 0.59
H -1.91 1.09 -0.01
H -2.32 -0.54 0.52
*
```

Computed properties:
E_HOMO: -0.36928 Eh
Relative energy (zero: lowest compared OMol25 entry of this formula, charge and spin): 167.2 kcal/mol
Gap between HOMO and LUMO: 8.3998 eV
SMILES: O=C(F)NC(=O)c1ccc2c(c1)C(=O)NC2=O.CCCCCC

3.
ORCA calculation (ωB97M-V with the def2-TZVPD basis set) on a structure of composition C16H19N2O5S2Se2TcTe2 in a non-equilibrium geometry.

Structure (ORCA input):
```
! wB97M-V def2-TZVPD RIJCOSX def2/J DEFGRID3
* xyz -1 4
Tc -0.54 2.19 0.74
O -1.48 2.49 2.71
S -2.51 1.62 2.09
O -3.60 1.20 2.90
O -1.55 0.30 1.73
O -2.79 2.11 0.72
Se 1.72 1.74 1.02
Te 2.03 5.29 -0.60
Te 0.69 5.67 2.37
Se -0.17 4.45 0.33
C 1.91 2.67 -4.22
C 1.97 1.35 -3.78
C 1.14 0.93 -2.75
C 0.26 1.82 -2.18
C 0.19 3.13 -2.61
C 1.01 3.55 -3.64
N -0.57 1.39 -1.07
N -1.22 0.37 -1.42
C -1.98 -0.48 -0.56
C -2.62 -1.47 -1.32
C -3.37 -2.49 -0.76
C -3.50 -2.56 0.62
C -2.88 -1.61 1.41
C -2.14 -0.60 0.83
H 2.57 3.01 -5.02
H 2.67 0.66 -4.22
H 1.17 -0.09 -2.38
H -0.52 3.82 -2.15
H 0.97 4.58 -3.97
H -2.48 -1.40 -2.39
H -3.83 -3.23 -1.39
H -4.08 -3.35 1.08
H -2.94 -1.63 2.49
C 2.10 -2.93 -0.81
C 2.34 -2.12 0.45
S 0.76 -1.77 1.23
O 0.12 -3.12 1.47
C 1.41 -1.20 2.84
C 1.18 -2.27 3.90
H 3.04 -3.14 -1.32
H 1.46 -2.38 -1.52
H 1.60 -3.87 -0.58
H 2.79 -1.14 0.25
H 2.95 -2.66 1.18
H 0.90 -0.27 3.05
H 2.47 -0.97 2.71
H 0.11 -2.42 4.07
H 1.64 -1.94 4.84
H 1.60 -3.23 3.62
*
```

Computed properties:
⟨S²⟩: 3.790
E_HOMO (spin up / spin down): -0.13830 / -0.15468 Eh
Relative energy (zero: lowest compared OMol25 entry of this formula, charge and spin): 58.7 kcal/mol
Gap between HOMO and LUMO (spin up / spin down): 5.3995 / 5.4990 eV

4.
ORCA calculation (ωB97M-V with the def2-TZVPD basis set) on the molecule C16H19NO2.

Structure (ORCA input):
```
! wB97M-V def2-TZVPD RIJCOSX def2/J DEFGRID3
* xyz 0 1
C -0.32 -2.11 1.57
C 0.61 -2.07 0.36
C 0.05 -1.21 -0.78
N -0.12 0.17 -0.37
C -1.31 0.77 -0.08
C -2.63 0.12 -0.35
C -3.80 1.03 -0.01
C -5.15 0.42 -0.28
O -6.20 1.01 -0.19
O -5.10 -0.87 -0.63
C -1.05 2.01 0.46
C 0.35 2.15 0.51
C 0.90 1.00 -0.01
C 2.32 0.71 -0.19
C 2.85 0.32 -1.41
C 4.20 0.07 -1.55
C 5.05 0.22 -0.47
C 4.54 0.63 0.75
C 3.19 0.87 0.89
H -1.27 -2.56 1.31
H 0.13 -2.70 2.37
H -0.50 -1.11 1.95
H 1.58 -1.67 0.66
H 0.76 -3.08 -0.02
H 0.73 -1.26 -1.63
H -0.92 -1.60 -1.09
H -2.72 -0.81 0.23
H -2.69 -0.15 -1.41
H -3.78 1.29 1.05
H -3.75 1.96 -0.57
H -6.00 -1.21 -0.79
H -1.76 2.74 0.78
H 0.89 3.00 0.86
H 2.20 0.23 -2.28
H 4.60 -0.23 -2.51
H 6.11 0.02 -0.58
H 5.20 0.76 1.60
H 2.79 1.19 1.84
*
```

Computed properties:
E_HOMO: -0.28517 Eh
Relative energy (zero: lowest compared OMol25 entry of this formula, charge and spin): 0.0 kcal/mol
Gap between HOMO and LUMO: 8.3713 eV
SMILES: CCCn1c(CCC(=O)O)ccc1-c1ccccc1

E / eV: -22597.771; -30782.358; -199265.898; -22486.302